(1)
Molecular formula: C54H52N2O6P2SSiY
Method: DFT, the ωB97M-V functional and the def2-TZVPD basis

Results
DFT total energy (eV): -110441.648
Frontier orbital gap (eV): 6.02

Structure (ORCA input):
```
! wB97M-V def2-TZVPD RIJCOSX def2/J DEFGRID3
* xyz 1 1
Y 0.238 -0.013 -0.092
O 0.338 4.101 1.727
C -0.109 2.916 1.310
O 0.436 1.859 1.616
C -1.290 2.961 0.440
C -1.996 4.132 0.152
C -3.038 4.061 -0.753
C -3.364 2.834 -1.327
C -2.622 1.708 -0.964
N -1.612 1.778 -0.098
C -2.831 0.317 -1.487
O -3.819 0.098 -2.346
O -2.105 -0.592 -1.141
H 1.159 3.986 2.234
H -1.710 5.060 0.620
H -3.593 4.947 -1.022
H -4.187 2.786 -2.025
H -4.342 0.884 -2.556
O 0.208 -2.886 2.106
C -0.604 -2.933 3.212
C -0.356 -3.690 4.351
C -1.287 -3.707 5.372
C -2.461 -2.976 5.272
C -2.666 -2.160 4.180
C -1.731 -2.119 3.153
P -1.805 -0.822 1.855
C -1.846 0.458 3.170
C -0.613 0.683 3.783
C -0.524 1.508 4.887
C -1.670 2.088 5.410
C -2.899 1.834 4.828
C -2.993 1.025 3.707
C -3.520 -1.094 1.293
C -3.893 -2.416 1.057
C -5.130 -2.710 0.517
C -6.007 -1.688 0.191
C -5.636 -0.370 0.402
C -4.396 -0.071 0.942
C 0.870 -4.027 1.710
C 0.546 -5.322 2.098
C 1.333 -6.377 1.670
C 2.428 -6.158 0.849
C 2.699 -4.880 0.402
C 1.912 -3.813 0.814
P 2.128 -2.139 0.100
C 3.816 -1.812 0.708
C 4.736 -1.090 -0.044
C 5.982 -0.801 0.482
C 6.304 -1.195 1.771
C 5.378 -1.882 2.537
C 4.138 -2.191 2.009
C 2.239 -2.828 -1.588
C 3.392 -3.082 -2.315
C 3.314 -3.849 -3.469
C 2.106 -4.385 -3.876
C 0.948 -4.109 -3.164
C 1.012 -3.323 -2.033
H 0.562 -4.249 4.444
H -1.094 -4.302 6.251
H -3.198 -3.021 6.057
H -3.550 -1.544 4.117
H 0.276 0.195 3.391
H 0.438 1.681 5.345
H -1.609 2.715 6.286
H -3.796 2.251 5.259
H -3.966 0.822 3.284
H -3.201 -3.213 1.295
H -5.408 -3.737 0.341
H -6.971 -1.915 -0.238
H -6.316 0.430 0.141
H -4.112 0.962 1.096
H -0.314 -5.517 2.720
H 1.091 -7.379 1.986
H 3.056 -6.979 0.542
H 3.524 -4.691 -0.268
H 4.453 -0.742 -1.028
H 6.696 -0.241 -0.100
H 7.271 -0.946 2.184
H 5.614 -2.165 3.552
H 3.412 -2.721 2.613
H 4.350 -2.701 -1.995
H 4.206 -4.045 -4.046
H 2.065 -5.018 -4.749
H -0.002 -4.499 -3.497
H 0.115 -3.075 -1.473
C 5.670 5.092 -1.032
Si 4.994 3.332 -0.744
C 5.304 2.902 1.082
C 5.811 2.107 -1.958
C 3.150 3.379 -1.245
C 2.706 4.306 -2.169
C 1.386 4.289 -2.613
C 0.542 3.328 -2.103
N 0.922 2.407 -1.216
C 2.205 2.432 -0.809
S 2.623 1.211 0.333
H 6.623 5.226 -0.533
H 4.996 5.851 -0.649
H 5.837 5.300 -2.082
H 6.296 3.231 1.381
H 5.233 1.836 1.265
H 4.586 3.396 1.730
H 6.876 2.005 -1.777
H 5.688 2.436 -2.985
H 5.363 1.122 -1.884
H 3.393 5.042 -2.554
H 1.027 5.010 -3.331
H -0.492 3.276 -2.426
C 1.564 0.285 -3.952
C 0.245 -0.021 -3.222
C -0.552 -1.060 -4.030
O 0.496 -0.454 -1.934
H 1.379 0.545 -4.993
H 2.198 -0.599 -3.909
H 2.075 1.109 -3.460
H -0.356 0.919 -3.189
H 0.092 -1.897 -4.282
H -0.930 -0.609 -4.944
H -1.386 -1.428 -3.440
*
```

(2)
Molecular formula: C17H24N3O3PW
Method: DFT, the ωB97M-V functional and the def2-TZVPD basis

Results
DFT total energy (eV): -39699.326
<S²>: 2.012
Frontier orbital gap (alpha / beta) (eV): 5.04 / 3.18

Structure (ORCA input):
```
! wB97M-V def2-TZVPD RIJCOSX def2/J DEFGRID3
* xyz 4 3
N -0.239 1.825 -1.120
C -0.184 2.907 -0.698
C -0.276 4.214 -0.099
H -1.331 4.526 -0.058
H 0.279 4.946 -0.702
H 0.145 4.199 0.916
N 4.771 -2.282 -1.792
C 5.437 -3.204 -1.550
C 6.292 -4.343 -1.244
H 7.212 -4.285 -1.840
H 5.777 -5.281 -1.486
H 6.553 -4.347 -0.177
N -1.833 -0.784 -1.022
C -2.782 -1.065 -0.414
C -3.963 -1.325 0.364
H -3.771 -2.155 1.061
H -4.801 -1.600 -0.297
H -4.222 -0.422 0.937
W 0.164 -0.302 -1.917
C 0.383 -2.073 -0.427
O 0.209 -2.718 0.513
C 1.566 0.160 -0.298
O 2.116 0.569 0.642
C 1.073 0.789 -3.479
C -0.323 0.837 -3.658
C -1.076 -0.348 -3.670
C -0.438 -1.588 -3.503
C 0.955 -1.634 -3.348
C 1.710 -0.454 -3.336
H 1.664 1.699 -3.441
H -0.827 1.786 -3.790
H -2.154 -0.294 -3.794
H -1.009 -2.512 -3.484
H 1.454 -2.584 -3.183
H 2.778 -0.507 -3.150
C -3.078 1.491 4.349
P -1.707 1.157 3.222
C -0.597 2.576 3.306
C -0.785 -0.221 3.933
O -2.165 0.881 1.823
H -3.720 0.604 4.421
H -3.670 2.330 3.963
H -2.694 1.745 5.344
H -0.384 2.829 4.351
H 0.339 2.323 2.795
H -1.060 3.437 2.812
H -1.218 -1.163 3.580
H 0.261 -0.156 3.615
H -0.833 -0.182 5.027
*
```